[1]
{"formula": "C5H18NO6", "method": "ωB97M-V/def2-TZVPD", "fmax_ha_per_bohr": 0.059, "de_lowest_kcal_mol": 30.3, "e_lumo_ev": 3.410, "total_charge": -1, "total_energy_ev": -19254.46383, "species": ["H", "H", "N", "H", "H", "O", "H", "H", "H", "O", "C", "H", "H", "O", "C", "H", "C", "H", "H", "H", "H", "H", "H", "O", "H", "C", "O", "O", "C", "H"], "coordinates": [[-0.02559, 2.74535, -0.24505], [0.01873, -3.04093, 1.26499], [2.25863, -1.01251, -0.90862], [0.63414, -2.27294, 2.33557], [-1.86325, 1.80877, 2.59074], [-2.18905, -1.28920, 2.59703], [0.23887, 1.73475, -2.88454], [1.26162, 3.47478, -0.86527], [-2.81662, -1.15302, 1.88326], [0.73973, -3.13634, 1.90728], [1.06353, 2.52933, -0.29767], [0.30369, 0.11166, -2.69781], [-1.87016, -0.95006, -2.96978], [-0.08182, -0.15156, 1.69115], [0.22233, -0.51878, 0.52308], [1.54861, 2.79713, 0.65223], [1.50171, 0.01584, -0.15846], [-1.34132, -0.75856, 2.40259], [-2.32049, 0.51009, 2.34503], [-0.65836, 0.87538, -1.43009], [2.37294, -1.71824, -0.16927], [-1.57267, -1.43740, -1.59464], [2.17771, 0.21804, 0.69263], [-0.42445, -1.35832, -0.14435], [2.31848, 1.42390, -1.49045], [0.22873, 1.02387, -2.07936], [-2.11100, -1.66827, -2.38053], [-2.60127, 1.44151, 2.07134], [1.32082, 1.22950, -1.04979], [1.66578, -1.47374, -1.59121]], "forces_ev_per_angstrom": [[0.268, -0.720, 0.874], [0.109, -0.214, -0.195], [-0.275, -0.432, 1.049], [0.225, -0.140, 0.183], [-0.352, 0.835, -0.533], [0.214, 0.350, 0.883], [-0.584, 1.188, 0.244], [0.632, -0.934, -0.456], [0.310, -0.145, -0.316], [-0.270, 0.367, 0.026], [-1.653, 2.495, -0.308], [0.378, -0.211, 0.737], [-0.146, 0.022, -0.276], [1.077, 0.572, -0.004], [-0.707, -0.499, -0.570], [-0.159, -1.031, -0.038], [0.902, -0.214, 0.772], [-0.555, -1.152, -0.778], [-1.391, 1.063, -0.812], [-0.195, 0.652, -1.118], [0.267, -0.154, -0.711], [-0.044, -0.468, 0.192], [-0.252, 0.575, -0.365], [-0.188, 0.037, -0.102], [-0.390, -0.644, -0.242], [-0.072, -1.543, 0.173], [0.225, 0.339, 0.133], [1.345, -1.204, 1.360], [1.569, 1.099, 0.147], [-0.290, 0.109, 0.051]], "nbo_charge": [0.2104, 0.4909, -0.8300, 0.4764, 0.4557, -1.0016, 0.2062, 0.1923, 0.4670, -0.9720, -0.6150, 0.2052, 0.4479, -0.7914, 0.7806, 0.2165, -0.1524, 0.4914, 0.4757, 0.2298, 0.3612, 0.5100, 0.1946, -0.8075, 0.2037, -0.6301, -0.9728, -0.9673, -0.2335, 0.3581]}



[2]
{"formula": "C4H14O2S2", "method": "ωB97M-V/def2-TZVPD", "fmax_ha_per_bohr": 0.011, "de_lowest_kcal_mol": 0.0, "e_lumo_ev": 0.551, "total_charge": 0, "smiles": "CCCSSC.O.O", "total_energy_ev": -30140.69670, "species": ["C", "H", "H", "H", "H", "H", "H", "O", "S", "H", "S", "H", "H", "C", "O", "H", "H", "H", "C", "H", "C", "H"], "coordinates": [[0.70592, -3.11405, 0.50220], [-1.53420, -0.48233, 0.76172], [1.64496, -2.58508, 0.39025], [-0.39942, -0.98238, -0.52787], [0.97996, 2.04202, -1.09133], [0.94842, -3.98607, 1.09092], [-2.60112, -0.34248, -2.03164], [1.99200, -0.73816, -1.91285], [-0.24954, 2.07632, 0.96542], [2.46069, 0.05444, -2.20665], [0.66880, 0.25400, 1.22183], [-0.77198, 2.02769, -1.42506], [-0.14948, -2.14353, 2.24701], [-0.57390, -0.92523, 0.54404], [-2.18750, 0.17820, -2.73476], [0.04780, 3.52570, -0.87976], [-1.29538, -2.86237, 1.15506], [-2.68512, 1.00539, -2.72221], [-0.37724, -2.29392, 1.18655], [2.09762, -0.81554, -0.96097], [0.01810, 2.43738, -0.79046], [0.36199, -3.42496, -0.48350]], "forces_ev_per_angstrom": [[-0.112, 0.019, 0.054], [-0.311, 0.035, 0.031], [0.155, 0.319, -0.077], [-0.226, 0.067, -0.174], [0.118, -0.086, -0.059], [-0.056, -0.435, 0.088], [0.169, 0.050, -0.198], [-0.051, -0.070, -0.453], [0.180, -0.369, -0.045], [-0.088, -0.245, 0.354], [-0.324, 0.155, -0.083], [0.194, -0.013, 0.159], [0.009, -0.096, -0.050], [0.567, 0.041, 0.109], [-0.278, 0.073, 0.313], [-0.071, -0.069, -0.040], [-0.433, -0.083, -0.059], [0.068, -0.101, -0.106], [0.360, 0.284, 0.239], [0.138, 0.355, 0.082], [-0.148, 0.218, -0.024], [0.142, -0.045, -0.061]], "nbo_charge": [-0.6036, 0.2215, 0.1950, 0.2259, 0.2266, 0.2137, 0.4685, -0.9474, 0.0891, 0.4716, 0.0477, 0.2249, 0.2074, -0.5245, -0.9312, 0.2231, 0.2102, 0.4663, -0.4185, 0.4747, -0.7524, 0.2115]}



[3]
{"formula": "C29H22ClIrN7O7S", "method": "ωB97M-V/def2-TZVPD", "fmax_ha_per_bohr": 0.066, "de_lowest_kcal_mol": 75.6, "e_lumo_ev": [-4.746, -4.747], "total_charge": 1, "total_energy_ev": -81385.85021, "species": ["C", "N", "O", "C", "N", "C", "C", "N", "H", "H", "Cl", "C", "O", "O", "H", "C", "H", "C", "H", "H", "C", "C", "C", "H", "C", "C", "H", "C", "C", "C", "Ir", "H", "N", "H", "C", "C", "H", "C", "C", "H", "S", "H", "C", "C", "H", "H", "H", "H", "H", "C", "O", "C", "N", "C", "C", "H", "H", "C", "C", "O", "C", "C", "H", "N", "N", "O", "O", "H"], "coordinates": [[0.05158, 3.50926, -3.11457], [1.62666, 0.27091, 0.40329], [-0.30440, -5.78957, 3.30110], [1.18496, 0.28677, 2.75611], [-4.50876, -0.69394, 0.30308], [1.36142, -0.24003, -2.52515], [3.81604, 0.03359, 0.21716], [-0.04001, -1.97104, 0.46770], [3.27202, 0.16455, 4.00639], [-6.35462, 0.21573, 0.61838], [5.30521, -0.26086, -0.52017], [3.51793, 0.77561, -2.69716], [5.77911, -0.02830, 2.31595], [4.25145, 0.08421, 3.90320], [-0.49338, -5.79405, 0.91777], [4.62659, 0.04347, 2.63855], [4.39390, 1.22108, -2.25435], [2.16098, 0.24029, 1.62008], [-0.20496, -2.33039, -1.56422], [-4.70388, -2.70353, 0.88767], [-0.36610, -4.72992, 0.76816], [1.23320, -0.22579, -3.90446], [-0.21051, -3.91669, 1.87764], [-0.13455, -4.23685, 5.22593], [-3.30449, 1.81297, 0.72923], [-0.37364, 2.99813, 1.42637], [-0.47374, -4.74501, -1.37783], [-5.29026, 0.40068, 0.58313], [-0.00220, 4.37565, -0.50805], [3.55341, 0.09700, 1.57616], [-0.49067, 0.20817, 0.41103], [2.17140, 0.26908, -5.77104], [2.65930, 0.16491, -0.48332], [-0.28133, 1.53804, -2.35354], [-5.06997, -2.02916, 0.11631], [-0.05842, -2.55878, 1.67944], [-6.15106, -1.94829, 0.18259], [3.38572, 0.79193, -4.07690], [2.51023, 0.22258, -1.91615], [0.32221, -0.59804, -4.35621], [-0.12683, 4.64693, 1.18884], [-4.78991, -2.42101, -0.85885], [-0.20324, -2.78458, -0.59191], [-3.16253, -0.53640, 0.23624], [4.17897, 1.22794, -4.66866], [0.05126, 3.18420, -4.14645], [0.37394, 5.57562, -3.62380], [0.54439, -0.58998, -1.93069], [0.31323, 6.36567, -1.28318], [0.22613, 4.86826, -2.81947], [-0.06314, 0.26578, 2.40722], [2.25716, 0.27221, -4.69334], [-0.12518, -3.78677, 4.32610], [-4.74748, 1.60274, 0.78555], [-0.13870, 3.01911, -0.79274], [-5.35794, 2.46582, 0.99832], [0.05108, -1.88375, 2.50978], [-0.21838, -4.58155, 3.23671], [-0.35441, -4.15133, -0.48293], [1.54457, 0.29758, 3.91843], [-0.12941, 2.57945, -2.11411], [0.19511, 5.31653, -1.51763], [-0.53883, 2.59590, 2.41164], [-2.53805, 0.66679, 0.41862], [-0.30158, 2.23322, 0.35754], [-2.41279, -1.49839, 0.00702], [-2.81301, 2.91168, 0.91538], [-0.08080, -2.78606, 4.29705]], "forces_ev_per_angstrom": [[0.004, -0.008, -0.024], [0.515, -0.480, -0.279], [-0.005, 0.066, 0.052], [0.916, -0.040, 0.073], [-0.098, 0.225, 0.075], [0.065, -0.167, -0.116], [0.226, -0.066, -0.068], [-0.932, -0.808, 0.464], [0.168, -0.004, 0.033], [-0.006, 0.037, 0.019], [0.040, -0.115, 0.082], [-0.028, 0.263, -0.056], [-0.086, 0.000, 0.036], [-0.464, 0.034, 0.072], [0.005, 0.006, -0.007], [0.116, -0.020, -0.197], [-0.091, 0.006, -0.023], [-0.294, 0.021, 0.039], [-0.138, 0.135, -0.187], [0.001, -0.006, -0.014], [-0.016, -0.125, 0.053], [-0.045, 0.025, -0.044], [0.098, 0.074, 0.155], [0.010, -0.006, 0.013], [0.254, -0.044, -0.107], [0.411, -0.674, -0.315], [0.015, 0.015, -0.008], [0.012, -0.041, -0.017], [0.076, 0.114, -0.191], [-0.013, 0.086, 0.064], [2.114, 2.464, 0.962], [-0.007, 0.021, 0.000], [-0.282, -0.113, 0.272], [-0.038, 0.029, -0.012], [0.031, 0.058, -0.014], [0.198, 0.190, -0.240], [-0.013, -0.034, -0.004], [0.016, 0.018, -0.010], [0.073, 0.196, 0.067], [0.027, -0.011, 0.002], [-0.033, 0.137, 0.126], [0.006, -0.006, 0.012], [0.302, 0.160, 0.314], [0.846, -0.869, -0.220], [-0.001, -0.017, -0.014], [0.010, 0.003, 0.000], [-0.007, -0.009, -0.005], [-0.237, -0.282, 0.265], [-0.012, -0.003, -0.003], [0.005, -0.028, -0.022], [-0.901, 0.226, -1.322], [0.009, -0.004, 0.093], [-0.001, -0.020, 0.042], [-0.050, 0.108, -0.006], [-0.058, -0.259, 0.193], [0.026, 0.006, 0.010], [-0.097, -0.022, 0.096], [-0.016, -0.049, -0.133], [0.085, 0.069, -0.173], [-0.072, -0.024, -0.219], [-0.078, 0.043, 0.032], [-0.001, -0.046, 0.011], [-0.067, -0.044, 0.035], [-0.519, -0.700, 0.387], [-0.179, 0.794, 0.330], [-1.571, -0.428, -0.489], [-0.222, -0.068, 0.065], [-0.003, 0.011, -0.008]], "nbo_charge": [-0.1768, -0.2596, -0.5820, 0.7650, -0.4097, -0.2422, 0.1909, -0.4877, 0.5094, 0.2263, 0.1635, -0.2108, -0.5451, -0.6523, 0.2641, 0.7814, 0.2412, 0.0673, 0.2000, 0.2225, -0.0690, -0.1937, -0.1715, 0.4212, 0.6395, -0.0513, 0.2416, 0.0807, -0.2438, -0.2479, 1.3429, 0.2349, -0.1807, 0.2163, -0.3937, 0.0850, 0.2149, -0.1860, 0.1813, 0.2287, 0.5504, 0.2233, 0.1107, 0.7764, 0.2355, 0.2277, 0.2337, 0.1910, 0.2383, -0.1947, -0.6172, -0.1852, -0.8034, -0.3661, 0.1798, 0.2520, 0.2045, 0.6529, -0.2477, -0.5910, -0.2519, -0.1903, 0.2624, -0.6859, -0.4694, -0.7246, -0.6229, 0.3967]}



[4]
{"formula": "C4H6IN3", "method": "ωB97M-V/def2-TZVPD", "fmax_ha_per_bohr": 0.066, "de_lowest_kcal_mol": 83.6, "e_lumo_ev": [-0.232, -0.709], "total_charge": 0, "total_energy_ev": -16811.12840, "species": ["I", "H", "H", "C", "C", "C", "H", "H", "H", "C", "N", "H", "N", "N"], "coordinates": [[1.56687, -1.76070, -0.16158], [2.67431, -0.04410, 1.72213], [2.64973, 0.69339, -0.22363], [-2.05504, -1.10360, -1.26664], [-1.22511, 0.00745, -1.27063], [-1.40983, -0.86053, 0.72791], [-0.21432, 1.21494, 1.50002], [-2.44731, -1.60779, -2.17700], [-1.32317, -1.15265, 1.76450], [2.34470, -0.06055, 0.56790], [-0.18011, 1.16610, 0.45133], [-1.10268, 0.81482, -1.89811], [-2.10042, -1.64147, -0.00013], [-0.80940, 0.14813, -0.00177]], "forces_ev_per_angstrom": [[0.397, -0.701, -0.084], [-0.743, 0.141, -3.135], [-0.273, -0.999, 1.571], [0.936, 0.208, -1.558], [-1.670, -2.110, -0.218], [0.291, -0.828, 1.200], [-0.001, -0.572, -1.230], [-0.002, 0.541, 1.109], [0.694, 0.982, 0.229], [0.881, 1.383, 1.595], [1.771, 2.448, 1.548], [0.517, 1.168, -1.592], [-1.252, -0.772, -1.538], [-1.546, -0.889, 2.103]], "nbo_charge": [0.2482, 0.2266, 0.2207, -0.0774, -0.1107, 0.1341, 0.3330, 0.2156, 0.2176, -0.6579, -0.3594, 0.2270, -0.4364, -0.1809]}



[5]
{"formula": "C5H4O2", "method": "ωB97M-V/def2-TZVPD", "fmax_ha_per_bohr": 0.034, "de_lowest_kcal_mol": 43.2, "e_lumo_ev": 0.834, "total_charge": 0, "total_energy_ev": -9342.30736, "species": ["H", "C", "H", "C", "C", "O", "H", "H", "O", "C", "C"], "coordinates": [[1.83794, -1.43170, 0.42481], [-0.15704, 1.80329, -0.41249], [-1.64538, 0.17122, 0.68841], [-1.45481, -0.59176, -0.06014], [-0.23903, -1.11395, -0.26166], [2.14563, 1.42030, 1.00394], [-2.30564, -0.90231, -0.66015], [-0.15160, -1.94437, -0.96175], [-0.60020, 2.79647, -0.72758], [1.52800, 0.49244, 0.64702], [1.04214, -0.69963, 0.31959]], "forces_ev_per_angstrom": [[-0.071, -0.115, -0.042], [-0.565, 1.552, -0.608], [0.051, -0.102, -0.099], [0.199, -0.110, 0.026], [-0.171, 0.093, -0.001], [-0.467, -0.901, -0.143], [0.143, -0.152, 0.190], [0.014, 0.157, 0.065], [0.258, -0.795, 0.192], [0.528, 0.328, 0.336], [0.081, 0.045, 0.083]], "nbo_charge": [0.2706, 0.5266, 0.1943, -0.4154, -0.1728, -0.4750, 0.2076, 0.2093, -0.4885, 0.7238, -0.5806]}



[6]
{"formula": "CH4N3P", "method": "ωB97M-V/def2-TZVPD", "fmax_ha_per_bohr": 0.072, "de_lowest_kcal_mol": 87.3, "e_lumo_ev": 0.218, "total_charge": 0, "total_energy_ev": -14856.96007, "species": ["N", "H", "H", "C", "H", "H", "P", "N", "N"], "coordinates": [[-2.61486, -0.55494, -0.92663], [1.67158, -0.73483, 0.44503], [2.21958, 2.33457, 1.27696], [2.33422, 1.21729, 1.10989], [3.29138, 0.63776, 1.10187], [-2.60330, -2.10163, -2.05359], [0.91432, 0.33833, 0.98113], [-2.75330, -1.11193, -1.96367], [-2.45963, -0.02462, 0.02903]], "forces_ev_per_angstrom": [[0.566, -1.149, 0.907], [-0.429, -0.654, 0.383], [0.813, -1.569, 0.137], [-0.483, 0.526, 0.392], [-0.684, 1.360, -0.300], [0.160, -0.188, 0.637], [0.855, 0.347, -0.594], [-0.843, -0.312, -3.604], [0.045, 1.640, 2.041]], "nbo_charge": [0.2683, -0.0651, 0.2218, -0.8089, 0.2254, 0.3884, 0.4257, -0.5774, -0.0782]}